The following is a DFT calculation (wB97M-V/def2-TZVPD) of an isolated molecule of C4H5NO at a distorted geometry.

```
! RIJCOSX wB97M-V def2-TZVPD def2/J DEFGRID3
* xyz 0 1
N 0.79 -1.32 2.57
C 0.63 -0.96 1.49
C 0.48 -0.55 0.12
C 0.62 0.90 -0.18
C -0.79 0.22 -0.24
O -1.51 0.10 -1.41
H 0.81 -1.38 -0.56
H 0.43 1.59 0.67
H 1.03 1.41 -1.02
H -1.48 0.54 0.52
H -1.02 -0.54 -1.95
*
```

Output
SMILES: N#C[C@@H]1C[C@H]1O
Energy above the lowest of the compared OMol25 structures with the same formula, charge and spin (kJ/mol): 197.53